Entry 1:
DFT (wB97M-V/def2-TZVPD) results for a molecular structure, C30H43B2F5FeN10O7P.

Structure (XYZ):
```
99
Properties=species:S:1:pos:R:3:forces:R:3
Fe 1.805 -1.348 -0.478 0.0 -0.2 -0.5
C -0.612 -5.169 -0.163 0.0 0.0 0.0
C 0.309 -3.998 -0.120 0.1 0.1 0.1
N 0.300 -3.020 -0.954 0.1 -0.1 0.0
O -0.582 -3.084 -1.936 0.0 0.1 -0.1
B -0.851 -1.915 -2.877 0.0 -0.1 0.1
F -1.879 -1.144 -2.364 0.0 0.0 -0.1
F -1.155 -2.488 -4.073 0.0 0.0 0.0
O 0.336 -0.979 -3.075 0.1 -0.1 0.0
N 1.498 -1.348 -2.527 -0.2 0.2 0.2
C 2.495 -1.595 -3.286 0.2 -0.1 0.1
C 2.468 -1.528 -4.769 0.0 0.0 0.0
C 3.686 -2.031 -2.492 -0.1 0.1 -0.2
N 3.476 -2.076 -1.226 0.0 -0.1 0.2
O 4.520 -2.546 -0.466 0.0 0.0 0.1
B 4.401 -2.629 0.915 0.0 0.1 0.0
F 5.502 -2.848 1.592 0.0 -0.1 0.0
F 4.717 -0.393 1.150 0.0 0.0 0.0
O 3.215 -2.723 1.637 0.0 0.0 -0.1
N 2.044 -2.766 0.882 0.2 -0.2 0.0
C 1.421 -3.892 0.863 -0.2 0.0 -0.1
C 1.786 -5.070 1.688 0.0 0.0 0.0
C 4.948 -2.420 -3.162 0.0 0.0 0.0
H -1.529 -4.888 -0.675 0.0 0.0 0.0
H -0.849 -5.530 0.835 0.0 0.0 0.0
H -0.163 -5.992 -0.724 0.0 0.0 0.0
H 1.487 -1.837 -5.126 0.0 0.0 0.0
H 3.237 -2.152 -5.216 0.0 0.0 0.0
H 2.628 -0.497 -5.095 0.0 0.0 0.0
H 2.624 -4.876 2.347 0.0 0.0 0.0
H 2.018 -5.909 1.028 0.0 0.0 0.0
H 0.921 -5.373 2.280 0.0 0.0 0.0
H 5.275 -1.599 -3.803 0.0 0.0 0.0
H 4.762 -3.277 -3.814 0.0 0.0 0.0
H 5.729 -2.668 -2.453 0.0 0.0 0.0
C -2.776 4.720 -1.203 0.0 0.0 0.0
C -2.303 3.639 -2.158 0.0 0.0 0.0
N -1.670 2.503 -1.450 0.0 0.0 0.0
C -0.346 2.461 -1.373 0.0 0.0 0.0
C 0.358 1.430 -0.786 -0.1 0.0 -0.1
C 1.850 1.533 -0.740 0.0 -0.1 0.4
O 2.383 2.625 -0.806 0.0 0.1 -0.1
O 2.513 0.427 -0.522 -0.1 0.2 -0.1
C -0.352 0.374 -0.204 0.1 0.0 0.0
O 0.221 -0.669 0.297 -0.1 0.0 0.0
C -1.785 0.473 -0.161 0.0 0.0 0.0
C -2.549 -0.541 0.433 0.0 0.0 0.0
C -3.903 -0.516 0.325 0.0 0.0 -0.1
F -4.612 -1.539 0.829 0.0 0.0 0.0
C -4.589 0.513 -0.359 0.1 -0.1 0.0
C -3.835 1.524 -0.919 0.0 0.0 0.0
C -2.435 1.511 -0.843 0.0 0.1 0.0
N -5.990 0.527 -0.513 -0.1 0.1 0.0
C -6.517 0.391 -1.864 0.0 -0.1 0.0
C -7.868 1.073 -1.972 0.0 0.0 0.0
N -8.796 0.481 -0.944 0.0 0.0 0.0
C -8.219 0.579 0.445 0.0 0.0 0.0
C -6.859 -0.097 0.473 0.0 0.0 0.0
H -3.237 5.529 -1.767 0.0 0.0 0.0
H -1.937 5.136 -0.645 0.0 0.0 0.0
H -3.507 4.342 -0.488 0.0 0.0 0.0
H -1.555 4.025 -2.846 0.0 0.0 0.0
H -3.109 3.242 -2.772 0.0 0.0 0.0
H 0.197 3.283 -1.823 0.0 0.0 0.0
H -2.060 -1.375 0.915 0.0 0.0 0.0
H -4.356 2.334 -1.405 0.0 0.0 0.0
H -6.618 -0.670 -2.142 0.0 0.0 0.0
H -5.840 0.843 -2.585 0.0 0.0 0.0
H -8.320 0.931 -2.952 0.0 0.0 0.0
H -7.798 2.136 -1.748 0.0 0.0 0.0
H -8.966 -0.503 -1.169 0.0 0.0 0.0
H -9.705 0.947 -0.980 0.0 0.0 0.0
H -8.918 0.100 1.128 0.0 0.0 0.0
H -8.145 1.640 0.678 0.0 0.0 0.0
H -6.982 -1.175 0.301 0.0 0.0 0.0
H -6.448 0.028 1.471 0.0 0.0 0.0
C 5.658 2.606 3.725 0.0 0.0 0.0
N 4.661 3.129 2.672 0.0 0.0 0.0
C 3.363 3.509 3.393 0.0 0.0 0.0
N 2.863 2.408 4.141 0.1 -0.1 -0.1
C 3.858 1.953 5.115 0.0 0.0 0.0
N 5.095 1.536 4.467 0.0 0.0 -0.1
C 4.953 0.299 3.686 0.0 0.0 0.1
P 3.786 0.525 2.284 0.0 0.0 0.0
C 4.408 2.117 1.590 0.1 0.1 0.0
C 2.365 1.314 3.306 -0.1 0.2 0.1
H 5.880 3.454 4.372 0.0 0.0 0.0
H 6.555 2.301 3.188 0.0 0.0 0.0
H 5.058 3.968 2.245 0.0 0.0 0.0
H 2.659 3.832 2.627 0.0 0.0 0.0
H 3.614 4.342 4.049 0.0 0.0 0.0
H 3.448 1.123 5.686 0.0 0.0 0.0
H 4.079 2.772 5.800 0.0 0.0 0.0
H 4.602 -0.497 4.344 0.0 0.0 0.0
H 5.926 -0.007 3.299 0.0 0.0 0.0
H 3.704 2.539 0.871 0.0 0.0 0.0
H 5.346 1.938 1.065 0.0 0.0 0.1
H 1.920 0.549 3.943 0.1 0.0 0.0
H 1.590 1.683 2.632 0.0 0.0 -0.1
```
Forces are in eV/Å.

Values from the calculation:
- LUMO (spin up / spin down): -8.16 / -8.03 eV
- Relative energy (zero: lowest compared OMol25 entry of this formula, charge and spin): 0.00 kJ/mol
- HOMO (spin up / spin down): -14.3 / -15.5 eV
- Strongest force on any atom: 0.56 eV/A
- HOMO-LUMO gap (spin up / spin down): 6.180 / 7.465 eV
- 2S+1: 5
- Net charge: +3
- Calculated total energy: -4396.6714 Ha

Entry 2:
DFT (wB97M-V/def2-TZVPD) results for 21 unconnected molecules or ions with the total composition C30H43BBrCl60N2O7P2 at a distorted geometry.

Structure (XYZ):
```
146
Properties=species:S:1:pos:R:3:forces:R:3
C 7.075 -3.158 0.888 -0.6 -1.2 0.5
C 6.246 -3.653 -0.300 1.1 0.5 -0.4
C 7.145 -4.614 -1.097 0.0 0.6 0.0
C 5.784 -2.512 -1.255 -0.5 -1.2 0.0
C 4.253 -2.598 -1.434 1.4 0.5 -0.1
C 3.351 -2.024 -0.344 -2.8 0.7 -1.0
P 4.219 -0.981 1.003 1.9 -0.4 0.1
O 3.775 0.579 0.709 -0.7 -0.5 0.3
Br 3.326 -1.395 3.020 -0.3 0.3 -0.2
O 2.532 -1.030 -0.976 0.7 0.3 -0.2
B 1.215 -1.073 -0.354 -0.9 -1.5 -1.1
P 0.321 0.584 0.091 0.0 -0.7 0.3
O 0.733 1.742 -0.696 0.5 1.2 -0.2
O 0.348 0.866 1.730 -0.5 -0.1 -0.8
O -1.295 0.353 -0.254 0.4 0.1 0.8
O 1.296 -2.150 0.666 -0.2 0.1 1.1
C 2.227 -3.015 0.142 1.7 -0.8 0.0
N 2.869 -3.917 1.113 0.0 0.7 0.9
C 1.587 -3.952 -0.911 -0.2 -0.1 0.0
C 0.447 -4.708 -0.220 -0.2 0.5 -0.4
C -0.453 -5.444 -1.190 -0.7 1.0 4.8
N -1.726 -5.896 -0.711 -0.3 -0.3 0.3
O -0.126 -5.667 -2.265 1.5 -1.2 -5.6
H 7.962 -2.617 0.565 0.0 0.3 -0.1
H 6.476 -2.598 1.600 0.1 0.5 -0.1
H 7.441 -4.036 1.443 -0.5 0.5 -0.5
H 5.370 -4.198 0.045 0.0 0.1 0.3
H 6.609 -5.114 -1.902 0.0 -0.2 0.0
H 7.928 -4.003 -1.554 0.1 -0.1 -0.1
H 7.654 -5.324 -0.453 -0.2 -0.3 0.0
H 6.175 -1.531 -0.995 -0.1 0.1 0.3
H 6.205 -2.753 -2.235 0.0 0.2 -0.1
H 4.016 -2.101 -2.367 -0.4 0.3 0.0
H 4.064 -3.655 -1.620 -0.3 -0.1 0.2
H 4.473 1.012 0.206 0.0 -0.1 0.0
H 0.438 -1.538 -1.196 -0.3 0.5 -0.3
H -0.271 0.234 2.117 0.3 0.0 0.4
H -1.758 0.009 0.518 -0.2 -0.1 -0.2
H 3.264 -4.728 0.666 -0.2 -0.2 -0.1
H 2.251 -4.190 1.862 0.0 0.0 0.0
H 2.288 -4.718 -1.241 0.3 0.1 -0.1
H 1.232 -3.465 -1.811 -0.1 0.3 0.0
H 0.869 -5.432 0.474 -0.1 -0.2 0.1
H -0.174 -4.046 0.380 0.1 0.2 0.0
H -2.172 -5.136 -0.203 0.3 -0.5 -0.1
H -1.591 -6.630 -0.022 0.1 -0.2 0.0
C 0.490 -5.404 4.200 0.0 0.1 0.0
Cl 2.016 -6.137 3.705 -0.1 0.0 -0.1
Cl 0.777 -3.893 5.060 0.0 0.0 0.0
Cl -0.557 -5.134 2.802 -0.1 -0.1 0.3
H -0.010 -6.089 4.872 0.0 0.0 0.0
C 10.403 -5.731 1.590 0.0 0.1 0.1
Cl 9.422 -6.983 0.825 0.0 -0.1 0.1
Cl 11.441 -4.941 0.402 0.0 0.0 0.0
Cl 9.386 -4.543 2.412 0.8 -0.5 0.4
H 11.033 -6.207 2.329 0.0 0.0 0.0
C -4.263 -3.215 -0.827 0.0 0.1 -0.4
Cl -3.763 -1.727 -1.625 0.0 -0.1 0.1
Cl -4.248 -4.561 -1.967 -0.2 0.1 0.0
Cl -3.215 -3.569 0.558 -0.3 0.5 0.3
H -5.274 -3.089 -0.460 0.0 0.0 0.1
C 3.856 4.216 0.324 -0.1 0.1 -0.2
Cl 5.391 3.530 -0.238 0.0 0.0 0.1
Cl 4.141 5.744 1.180 0.3 0.0 -0.1
Cl 2.752 4.452 -1.023 0.1 0.0 0.1
H 3.406 3.509 1.013 0.1 -0.1 0.0
C 10.268 -0.023 0.553 -0.2 0.0 0.0
Cl 10.522 -1.359 1.678 0.0 0.1 0.0
Cl 10.949 -0.407 -1.032 0.0 0.0 0.0
Cl 8.552 0.361 0.419 0.1 0.0 0.0
H 10.780 0.848 0.939 0.0 0.0 0.0
C 0.429 5.395 3.585 0.1 -0.1 -0.1
Cl 1.328 4.695 2.252 0.1 0.2 0.3
Cl 0.237 4.223 4.894 -0.1 0.0 0.0
Cl 1.220 6.863 4.178 0.0 0.0 0.0
H -0.558 5.662 3.224 0.0 0.0 0.0
C 4.075 -0.822 -5.650 -0.1 0.0 0.1
Cl 2.640 -1.830 -5.533 0.1 -0.1 0.1
Cl 5.427 -1.420 -4.679 -0.2 0.0 -0.1
Cl 4.581 -0.657 -7.339 0.0 0.1 -0.1
H 3.809 0.159 -5.279 0.1 0.0 0.0
C -6.035 -0.421 1.747 0.3 0.0 -0.2
Cl -7.025 -1.885 1.820 0.0 0.1 0.0
Cl -4.325 -0.826 1.665 -0.7 -0.5 -0.1
Cl -6.505 0.577 0.365 0.0 0.0 0.0
H -6.207 0.149 2.650 0.1 -0.2 -0.2
C -2.858 2.993 1.769 0.3 0.0 -0.1
Cl -1.217 3.488 1.352 -0.7 -0.3 0.3
Cl -2.839 1.486 2.691 0.3 0.6 0.3
Cl -3.717 4.241 2.694 0.0 -0.1 0.1
H -3.397 2.818 0.845 -0.1 0.0 0.1
C -3.437 6.941 -0.889 0.0 -0.2 0.1
Cl -2.734 5.530 -0.112 0.1 0.6 -0.5
Cl -3.931 6.568 -2.545 0.0 0.1 0.0
Cl -4.820 7.529 0.050 0.3 0.0 -0.1
H -2.691 7.724 -0.926 0.0 0.0 0.0
C 4.336 -2.896 -10.453 0.0 -0.1 -0.1
Cl 5.148 -2.103 -11.808 0.0 0.0 0.0
Cl 2.707 -3.397 -10.906 0.0 0.0 0.0
Cl 5.278 -4.273 -9.881 0.0 0.0 0.0
H 4.257 -2.183 -9.644 0.0 0.0 0.0
C -1.233 6.007 7.931 -0.1 0.0 0.1
Cl -1.835 7.492 7.192 0.0 0.0 0.0
Cl -0.348 6.362 9.418 0.0 0.0 0.0
Cl -2.559 4.885 8.246 0.0 0.0 0.0
H -0.553 5.537 7.235 0.0 0.0 0.0
C 3.697 -8.916 5.871 -0.1 0.1 -0.1
Cl 2.761 -10.134 5.000 0.0 0.0 0.0
Cl 4.816 -8.095 4.782 0.0 0.0 0.0
Cl 2.627 -7.757 6.662 0.0 -0.1 0.2
H 4.275 -9.417 6.635 0.0 0.0 0.0
C -1.764 -3.076 -5.330 0.2 0.2 0.0
Cl -1.078 -1.835 -4.284 0.0 -0.1 0.0
Cl -2.988 -2.375 -6.403 0.2 -0.2 0.2
Cl -0.498 -3.881 -6.273 -0.1 0.0 0.1
H -2.241 -3.819 -4.705 0.0 0.0 0.0
C -5.990 10.699 1.459 0.0 0.1 0.1
Cl -6.647 12.156 0.706 0.0 0.0 0.0
Cl -5.057 11.107 2.900 -0.1 -0.1 0.1
Cl -7.286 9.569 1.855 0.1 0.2 0.2
H -5.327 10.218 0.751 0.0 0.0 0.0
C -9.538 0.926 3.857 0.0 -0.1 0.2
Cl -7.872 1.413 3.536 -0.3 0.4 0.3
Cl -9.586 -0.576 4.781 0.0 0.0 -0.1
Cl -10.410 2.205 4.703 0.0 0.0 -0.1
H -10.019 0.758 2.903 0.0 0.0 0.0
C -12.467 0.651 0.806 0.0 0.0 0.1
Cl -10.799 1.136 0.496 0.0 0.0 -0.1
Cl -12.510 -0.855 1.727 0.0 0.0 0.0
Cl -13.339 1.926 1.656 0.0 0.0 0.0
H -12.953 0.482 -0.146 0.0 0.0 0.0
C -2.982 13.978 1.674 0.0 0.0 0.0
Cl -2.563 15.469 0.827 0.0 0.0 0.0
Cl -3.071 12.624 0.549 0.1 0.0 -0.2
Cl -1.822 13.643 2.960 -0.1 0.0 0.0
H -3.959 14.106 2.123 0.0 0.0 0.0
C -5.758 -1.182 -9.280 0.1 -0.1 0.1
Cl -4.859 -0.459 -7.948 -0.2 0.2 -0.2
Cl -4.685 -2.121 -10.320 0.0 0.0 0.0
Cl -7.075 -2.190 -8.672 0.0 0.0 0.0
H -6.189 -0.385 -9.871 0.0 0.0 0.0
C -8.274 6.017 -1.190 0.0 -0.1 0.1
Cl -7.684 4.477 -0.560 0.0 0.0 0.0
Cl -10.001 5.924 -1.552 0.0 0.0 0.0
Cl -7.942 7.322 -0.051 -0.5 -0.2 -0.3
H -7.746 6.230 -2.111 0.0 0.0 0.0
```
Forces are in eV/Å.

Values from the calculation:
- LUMO: 1.28 eV
- HOMO: -4.7 eV
- Strongest force on any atom: 5.93 eV/A
- HOMO-LUMO gap: 6.031 eV
- Net charge: -1
- Calculated total energy: -32698.3091 Ha